90
Properties=species:S:1:pos:R:3:mulliken_charge:R:1 method="wB97M-V/def2-TZVPD" lumo_energy_ha=0.147 total_charge=-2 homo_lumo_gap_ev=4.83
Cd -0.978 -0.079 -0.868 1.59
O -1.041 3.188 -3.777 -0.78
C -0.915 2.567 -2.713 -0.41
N -1.655 1.562 -2.255 -0.16
C -2.692 0.998 -3.024 0.36
C -2.543 0.637 -4.356 -0.57
C -3.541 -0.062 -5.023 -0.61
C -4.690 -0.421 -4.339 -0.90
C -4.868 -0.049 -3.012 -0.50
C -3.896 0.699 -2.345 0.59
N -4.056 1.219 -1.057 -0.08
C -4.718 1.098 1.353 -0.52
O -5.677 1.434 2.019 -0.68
C -3.392 1.022 2.081 0.53
C -3.466 0.863 3.463 -0.94
C -2.303 0.759 4.202 -0.45
C -1.092 0.853 3.538 -1.08
C -1.112 1.073 2.171 -0.04
N -2.227 1.149 1.443 0.23
C 0.175 3.039 -1.761 0.36
C 1.214 3.813 -2.271 -0.81
C 2.173 4.300 -1.404 -0.32
C 2.059 4.014 -0.050 -0.78
C 0.999 3.225 0.362 -0.10
N 0.077 2.742 -0.468 0.03
H -1.618 0.893 -4.855 0.45
H -3.404 -0.346 -6.061 0.34
H -5.461 -1.003 -4.832 0.38
H -5.763 -0.350 -2.490 0.32
H -4.446 0.809 3.917 0.49
H -2.341 0.604 5.273 0.39
H -0.140 0.752 4.040 0.48
H -0.179 1.172 1.633 0.24
H 1.230 4.015 -3.333 0.46
H 3.000 4.896 -1.774 0.39
H 2.782 4.376 0.670 0.44
H 0.891 2.956 1.409 0.42
C -7.322 -0.119 -0.115 -0.40
C -6.991 -1.404 0.464 -0.74
C -5.692 -1.790 0.518 -0.97
C -4.621 -0.934 0.122 -0.49
C -4.918 0.562 -0.088 2.51
C -6.376 0.766 -0.439 -1.53
N -3.361 -1.349 -0.081 1.67
N -3.106 -2.590 0.090 -1.23
C -1.780 -2.995 -0.149 0.90
C -1.556 -4.357 0.116 -0.51
C -0.329 -4.949 -0.131 -0.44
C 0.707 -4.186 -0.655 -0.82
C 0.489 -2.832 -0.903 0.29
C -0.730 -2.204 -0.661 -1.15
H -8.364 0.097 -0.337 0.39
H -7.784 -2.079 0.767 0.35
H -5.413 -2.795 0.808 0.43
H -3.185 1.561 -0.674 0.19
H -6.612 1.706 -0.925 0.37
H -2.383 -4.936 0.514 0.37
H -0.181 -6.004 0.075 0.30
H 1.673 -4.634 -0.865 0.44
H 1.313 -2.254 -1.308 0.28
O 1.606 0.181 -2.074 -0.70
C 2.142 0.184 -0.973 -1.06
N 3.525 0.283 -0.798 0.22
C 3.865 -0.071 0.562 3.12
C 2.416 0.005 1.203 -1.05
O 2.242 -0.044 2.416 -0.76
N 1.506 0.094 0.230 1.16
C 4.810 0.917 1.225 -0.80
C 5.101 0.803 2.585 -0.28
C 5.932 1.722 3.207 -0.89
C 6.503 2.759 2.479 -0.38
C 6.231 2.869 1.124 -0.97
C 5.386 1.956 0.503 -0.03
C 4.416 -1.498 0.665 -0.25
C 3.980 -2.394 1.636 0.08
C 4.476 -3.691 1.674 -0.97
C 5.416 -4.114 0.748 -0.34
C 5.870 -3.222 -0.215 -1.02
C 5.377 -1.928 -0.249 -0.32
H 4.097 0.011 -1.579 0.35
H 4.644 0.005 3.154 0.42
H 6.130 1.633 4.268 0.37
H 7.153 3.477 2.965 0.37
H 6.671 3.674 0.548 0.38
H 5.152 2.059 -0.548 0.42
H 3.227 -2.078 2.348 0.49
H 4.106 -4.380 2.424 0.39
H 5.792 -5.130 0.771 0.38
H 6.603 -3.537 -0.949 0.37
H 5.758 -1.240 -0.996 0.34

---

89
Properties=species:S:1:pos:R:3:lowdin_spin:R:1 method="wB97M-V/def2-TZVPD" lumo_energy_ha="0.152 / 0.152" total_charge=-2 multiplicity=2 homo_lumo_gap_ev="5.67 / 6.10" s2=0.79
Ir -0.926 0.062 0.007 0.00
C 5.656 0.797 4.094 0.00
C 5.430 1.360 2.842 0.00
C 4.269 1.069 2.144 0.00
C 3.314 0.200 2.679 0.00
C 3.560 -0.366 3.926 0.00
C 4.715 -0.066 4.637 0.00
P 1.736 -0.206 1.809 0.00
C 2.238 0.048 0.046 0.00
C 2.025 1.407 -0.625 0.00
C 3.092 1.845 -1.533 0.00
C 4.117 1.055 -1.888 0.00
C 4.282 -0.259 -1.300 0.00
C 3.435 -0.702 -0.359 0.00
C 0.802 1.344 2.090 0.00
C 1.180 2.306 3.024 0.00
C 0.442 3.473 3.166 0.00
C -0.668 3.673 2.357 0.00
C -1.045 2.711 1.431 0.00
C -0.336 1.514 1.276 0.00
H 6.563 1.028 4.639 0.00
H 6.160 2.032 2.408 0.00
H 4.098 1.521 1.175 0.00
H 2.832 -1.051 4.346 0.00
H 4.882 -0.511 5.611 0.00
H 1.599 2.193 -0.011 0.00
H 3.048 2.865 -1.903 0.00
H 4.859 1.405 -2.596 0.00
H 5.132 -0.862 -1.596 0.00
H 3.635 -1.639 0.155 0.00
H 2.057 2.154 3.642 0.00
H 0.739 4.218 3.895 0.00
H -1.251 4.583 2.455 0.00
H -1.919 2.873 0.814 0.00
O -2.525 1.105 -0.578 0.01
C -2.789 0.997 -1.847 0.01
C -2.633 -0.045 -2.716 0.01
C -2.713 0.176 -4.195 0.08
C -3.409 -0.953 -4.859 0.00
C -3.277 -2.235 -4.320 0.00
C -2.659 -2.467 -3.113 0.01
C -2.273 -1.373 -2.278 0.00
O -1.677 -1.574 -1.184 0.00
N -4.038 -0.783 -6.073 0.01
O -4.030 0.352 -6.605 0.01
O -4.572 -1.757 -6.654 0.01
H -3.219 1.911 -2.271 0.00
H -3.174 1.137 -4.417 0.00
H -3.654 -3.060 -4.911 0.00
H -2.476 -3.465 -2.740 0.00
C 1.089 0.250 -0.948 0.00
Ge 1.047 -0.498 -2.748 0.02
C 2.584 -0.507 -4.027 0.01
C 2.780 0.551 -4.914 0.00
C 3.834 0.551 -5.818 0.00
C 4.718 -0.519 -5.857 0.00
C 4.530 -1.589 -4.993 0.00
C 3.470 -1.580 -4.096 0.00
C 0.733 -2.436 -2.634 0.00
C 0.573 -3.214 -3.777 0.00
C 0.451 -4.595 -3.696 0.00
C 0.500 -5.222 -2.460 0.00
C 0.669 -4.461 -1.311 0.00
C 0.784 -3.081 -1.401 0.00
C -0.195 0.685 -3.719 0.22
C -1.138 0.301 -4.809 0.06
C -1.229 1.307 -5.896 0.20
C -0.980 2.616 -5.638 0.01
C -0.465 3.008 -4.378 0.28
C -0.013 2.026 -3.479 0.01
H 2.096 1.392 -4.900 0.00
H 3.961 1.387 -6.497 0.00
H 5.542 -0.523 -6.562 0.00
H 5.206 -2.436 -5.021 0.00
H 3.336 -2.427 -3.432 0.00
H 0.542 -2.741 -4.753 0.00
H 0.309 -5.178 -4.599 0.00
H 0.398 -6.299 -2.390 0.00
H 0.692 -4.938 -0.338 0.00
H 0.879 -2.498 -0.491 0.00
H -0.940 -0.705 -5.184 0.01
H -1.649 1.000 -6.844 0.01
H -1.165 3.367 -6.398 -0.01
H -0.307 4.057 -4.159 0.02
H 0.544 2.339 -2.602 0.00
F -3.479 -0.433 1.359 0.00
C -2.130 -0.691 1.434 0.00
F -1.806 -0.340 2.725 0.00
F -2.048 -2.062 1.464 0.00

---

98
Properties=species:S:1:pos:R:3:mulliken_charge:R:1 method="wB97M-V/def2-TZVPD" lumo_energy_ha="-0.259 / -0.259" total_charge=+2 homo_lumo_gap_ev="6.01 / 6.01"
W 1.384 0.186 0.149 0.47
I 2.343 3.046 0.177 0.67
C 0.884 4.467 -0.314 1.05
C 1.381 5.607 -0.879 -0.83
C 0.509 6.658 -1.228 -0.90
C -0.829 6.509 -1.022 -0.93
C -1.355 5.319 -0.459 0.59
C -2.755 5.198 -0.282 -0.97
C -3.302 4.078 0.265 -1.26
C -2.457 3.035 0.675 -1.03
C -1.087 3.096 0.512 2.13
P -0.323 1.570 1.067 0.01
C 0.653 0.535 -1.890 1.67
C 0.847 -0.483 -2.842 0.41
C 0.522 -0.321 -4.183 -0.84
C 0.025 0.893 -4.632 -1.23
C -0.152 1.930 -3.724 -0.75
C 0.143 1.744 -2.381 -0.51
C -0.925 1.343 2.739 1.02
C -0.190 2.006 3.723 -0.99
C -0.585 1.912 5.049 -0.82
C -1.708 1.168 5.389 -0.73
C -2.439 0.514 4.406 -0.91
C -2.049 0.595 3.077 -0.06
C -0.493 4.258 -0.072 -0.33
H 2.442 5.716 -1.061 0.46
H 0.911 7.564 -1.658 0.44
H -1.517 7.300 -1.290 0.45
H -3.383 6.026 -0.586 0.45
H -4.371 3.986 0.400 0.53
H -2.909 2.161 1.126 0.22
H 1.280 -1.430 -2.539 0.82
H 0.673 -1.142 -4.871 0.61
H -0.218 1.033 -5.677 0.46
H -0.527 2.889 -4.058 0.53
H -0.036 2.576 -1.722 0.02
H 0.685 2.592 3.462 0.44
H -0.019 2.425 5.814 0.48
H -2.018 1.105 6.423 0.44
H -3.316 -0.061 4.672 0.53
H -2.619 0.077 2.315 0.56
O 2.179 -0.251 4.150 -0.52
P 2.183 -0.558 2.631 0.93
O 0.778 -0.696 1.991 -0.47
O 2.777 0.556 1.795 -0.57
O 2.921 -1.938 2.468 -0.58
P 2.736 -2.762 1.042 0.60
O 4.226 -3.113 0.677 -0.55
O 1.836 -3.901 1.174 -0.65
O 2.304 -1.625 0.082 0.10
H 2.368 -0.988 4.750 0.34
H 4.374 -4.071 0.711 0.43
F -2.379 -5.701 4.185 -0.33
C -2.011 -4.822 3.252 0.16
C -1.661 -3.543 3.644 -1.17
C -1.272 -2.633 2.675 0.02
C -1.237 -3.002 1.332 0.99
C -1.605 -4.297 0.967 -0.95
C -1.992 -5.218 1.929 -0.93
Sb -0.785 -1.662 -0.235 1.24
C -2.645 -0.694 -0.504 0.92
C -3.730 -1.075 0.285 -1.11
C -4.963 -0.455 0.142 -0.64
C -5.096 0.537 -0.812 -0.20
F -6.275 1.148 -0.949 -0.36
C -4.051 0.916 -1.636 -0.53
C -2.823 0.295 -1.474 -0.15
C -0.660 -2.970 -1.876 0.45
C -1.571 -2.861 -2.923 -0.65
C -1.499 -3.728 -4.003 -0.66
C -0.501 -4.685 -4.016 0.06
F -0.420 -5.515 -5.056 -0.34
C 0.413 -4.821 -2.984 -0.71
C 0.327 -3.956 -1.905 -0.43
H -1.698 -3.277 4.692 0.55
H -0.995 -1.635 2.985 0.37
H -1.594 -4.610 -0.067 0.48
H -2.273 -6.227 1.664 0.49
H -3.623 -1.863 1.022 0.58
H -5.816 -0.736 0.744 0.53
H -4.211 1.677 -2.388 0.58
H -2.010 0.582 -2.125 0.29
H -2.350 -2.107 -2.909 0.38
H -2.200 -3.676 -4.825 0.51
H 1.160 -5.602 -3.031 0.50
H 1.010 -4.079 -1.073 0.57
Se 3.333 1.111 -2.797 0.52
N 5.077 1.083 -2.850 -0.82
C 5.535 0.577 -1.723 0.62
C 6.917 0.376 -1.428 -0.56
C 7.215 -0.179 -0.229 -0.86
C 6.151 -0.540 0.660 -0.34
N 4.878 -0.370 0.442 0.08
C 4.550 0.196 -0.746 0.21
N 3.289 0.423 -1.120 -0.24
H 7.664 0.661 -2.156 0.52
H 8.234 -0.370 0.073 0.43
H 6.411 -1.005 1.605 0.50

---

The energy above the lowest of the compared OMol25 structures with the same formula, charge and spin results, record by record, are as follows: 1.8095; 1.2737; 1.9010 eV.